(1)
Below is a 2-piece molecular cluster, C9H11BF2O8 overall, with properties calculated with wB97M-V/def2-TZVPD.

```
31
Properties=species:S:1:pos:R:3:forces:R:3
O 0.9256 -1.7093 -0.7638 -2.6420 -4.1672 0.8480
C 1.5709 -0.7703 -0.8636 1.0484 2.9778 -2.2919
F 2.2847 -0.3173 0.1299 1.0773 0.7729 1.3447
C 1.6489 0.0640 -2.1100 0.8504 0.2102 0.4542
C 0.7089 1.2809 -2.0968 1.2010 -0.1647 0.1328
C 1.5200 2.5514 -1.8136 -3.5284 -0.8334 1.2665
O 2.5476 2.8526 -2.2376 3.9194 0.8156 -1.7455
O 0.8300 3.3589 -0.9946 -0.4496 0.5898 0.0410
C -0.2601 2.6871 -0.3980 -0.0078 -0.6305 1.0469
C -0.4122 1.3124 -1.0967 -1.4341 -0.1498 0.2244
B -1.8728 0.9993 -1.6607 0.1416 0.1960 0.0541
O -2.7173 0.2255 -0.9047 0.1609 -0.5210 -0.6329
O -2.3291 1.4830 -2.8665 0.1052 0.1562 -0.1606
H 2.6745 0.4073 -2.2135 0.1550 0.2719 -0.0794
H 1.4804 -0.5795 -2.9534 -0.4026 -0.3686 -0.2159
H 0.4144 1.3827 -3.1337 -0.5380 0.2738 -0.1816
H 0.0311 2.4780 0.6268 0.0817 0.0290 0.2594
H -1.1517 3.2905 -0.2824 -0.0769 0.4343 -0.7603
H -0.3585 0.6308 -0.2466 0.7106 -0.3873 -0.2978
H -2.2117 -0.5524 -0.6315 -0.2489 0.2744 0.7563
H -2.0607 0.9381 -3.6127 -0.1628 0.2091 -0.0711
O -1.1274 0.1431 1.9746 -0.0128 -0.0112 0.0099
C -0.7584 -0.8771 2.4553 0.1415 0.1237 0.0727
O 0.5071 -1.3513 2.3681 -0.2930 -0.0397 0.1654
C 0.5919 -2.5247 3.1812 0.3809 -0.1184 -0.1282
C -0.8490 -2.9651 3.2438 -0.0868 0.0625 0.3797
F -1.1422 -3.5645 4.4223 -0.0622 0.0225 -0.0393
O -1.5499 -1.7350 3.1605 0.1895 -0.0685 -0.4215
H 0.9792 -2.2585 4.1657 -0.1629 -0.0366 0.0737
H 1.2454 -3.2662 2.7287 -0.0001 0.1520 -0.1889
H -1.1598 -3.6143 2.4235 -0.0545 -0.0746 0.0849
```
Positions in Å, forces in eV/Å.

Properties
Orbital gap, Eh: 0.383
Calculated total energy, hartree: -1176.1702
2S+1: 1

---

(2)
Below is a 4-piece molecular cluster, C9H11BrNO2 overall, with properties calculated with wB97M-V/def2-TZVPD.

```
24
Properties=species:S:1:pos:R:3:forces:R:3
C 1.4132 0.1143 0.8929 2.6019 1.5124 -0.0877
C 0.4408 -0.9988 0.9450 0.1573 0.5613 1.6607
C 1.5997 1.3098 1.4821 -1.9444 -2.2383 -0.1410
C -2.6697 -3.2072 -0.5574 1.6412 -3.1257 0.6921
C -0.6557 -0.9540 1.7283 -1.0805 -2.6371 -1.8078
C -1.3237 4.0443 -1.3175 0.8800 -2.1970 -0.2124
C -0.9499 2.8895 -1.3658 -0.3596 2.0513 0.7828
C 0.8432 -2.2047 0.1217 2.3767 1.6107 0.0661
C -0.5076 1.5362 -1.4267 0.5982 -3.2913 -0.3202
N 1.7513 2.2817 2.2055 0.4154 2.9332 -0.7970
O -3.1393 -2.2046 -0.7522 -1.7220 3.4803 -0.7425
O -2.1842 -4.2392 -0.3501 0.0471 -0.3510 0.0310
Br 3.6865 -0.5743 -1.4071 0.4148 -0.0403 -0.4426
H 2.3450 -0.0360 0.2068 -1.2795 -0.1052 0.8687
H -1.4552 -1.7701 1.6368 1.4419 0.8580 0.2599
H -0.9956 -0.1673 2.3217 -0.0280 1.4965 0.7555
H -1.4438 5.0739 -1.3912 -0.3753 0.9683 0.0529
H 1.4054 -1.7493 -0.7253 -0.3261 -0.8691 0.2022
H -0.0027 -2.6905 -0.1849 -2.2079 -1.3172 -1.0164
H 1.5092 -2.9945 0.5602 -0.4124 1.1467 0.1471
H 0.1248 1.0006 -0.5822 -0.9539 2.0286 -1.6177
H -0.0047 1.3675 -2.4227 -0.1600 0.1250 1.1114
H -1.3835 0.8506 -1.4631 0.1952 0.4913 -0.0763
H 1.5963 3.3219 1.8451 0.0799 -3.0910 0.6310
```
Positions in Å, forces in eV/Å.

Properties
Orbital gap, Eh: 0.247
Calculated total energy, hartree: -3128.7367
Net charge: -1
2S+1: 1

---

(3)
Below is the molecule C9H11BrNP, with properties calculated with wB97M-V/def2-TZVPD.

```
23
Properties=species:S:1:pos:R:3:forces:R:3
C -2.3651 1.0813 0.5662 -0.1848 0.1478 1.5359
C -1.0684 0.5569 0.2365 1.7991 -1.8109 -2.4981
C -0.0706 1.2664 -0.4108 1.4966 -0.6866 0.5862
C 1.1302 0.5674 -0.7915 0.2548 2.1544 1.8359
C 2.2464 1.4194 -1.3988 -4.3462 -3.1607 -3.2654
C 1.3648 -0.7436 -0.3673 0.1336 -0.2498 -0.4016
N 2.4411 -1.5021 -0.6881 4.5729 1.3450 0.4016
P 4.3672 -0.7920 -0.4597 -3.7421 -1.8611 -0.6898
Br 4.3792 0.6552 1.1716 -0.1858 0.2153 0.1632
C 0.3227 -1.4602 0.2542 -0.0807 -1.6660 -0.3993
C 0.4264 -2.9813 0.5271 -0.4951 1.6488 -0.0325
C -0.8672 -0.8585 0.4104 0.5880 2.4377 0.3468
H -2.9481 0.2022 0.6446 -1.4435 -0.4953 0.0003
H -2.1773 1.3683 1.5962 -0.8649 0.8784 0.3949
H -2.8124 1.8314 -0.0620 0.0909 0.3404 -0.0619
H -0.0492 2.3829 -0.3994 -0.3263 -1.0204 -0.5976
H 1.6220 1.9975 -2.0942 1.0599 0.4918 -0.1086
H 2.7351 1.9448 -0.7180 2.1055 2.5100 2.8401
H 2.8766 0.7258 -1.9282 0.5544 0.2544 -0.4874
H 0.1616 -3.4272 -0.4302 0.5075 -0.4935 0.0015
H 1.4380 -3.1960 0.8703 -0.2906 -0.4917 -0.1426
H -0.3642 -3.2857 1.2391 0.6268 0.1608 -0.1473
H -1.5875 -1.4778 0.8268 -1.8300 -0.6486 0.7255
```
Positions in Å, forces in eV/Å.

Properties
Orbital gap (spin up / spin down), Eh: 0.248 / 0.249
Calculated total energy, hartree: -3319.5527
2S+1: 1

---

(4)
Below is the molecule C9H11Cl2N3, with properties calculated with wB97M-V/def2-TZVPD.

```
25
Properties=species:S:1:pos:R:3:forces:R:3
C -3.1110 -1.4581 -0.6224 1.5044 1.6171 0.7825
C -4.0590 -0.6470 -0.1920 -2.2711 0.0689 0.7804
C -1.7909 -0.8446 -0.6638 0.0870 0.6563 4.2226
C -2.9268 1.3246 0.0781 -0.6358 -0.4454 0.9852
C 0.1452 0.4320 -0.0577 -2.7597 0.8917 0.3702
C -1.2284 -0.0833 0.4511 0.0588 -1.6490 -1.1960
C 1.2571 0.0369 0.8515 3.8618 -1.0673 -0.2211
C -1.3803 -0.5696 1.9092 -2.2697 1.2988 -2.2734
C 0.9680 0.2710 -2.4988 2.2709 -1.7481 0.8778
N -3.9862 0.6894 -0.1674 1.0145 2.0653 -0.1687
N -0.9849 -0.8992 -1.6733 2.6146 1.1598 -3.5386
N 0.0730 -0.0454 -1.4325 -1.1667 -1.0942 0.3554
Cl -5.6786 -1.1701 0.2967 0.5808 -0.2678 -0.4294
Cl -2.5591 2.9390 -0.3752 -0.0262 0.0519 -0.2286
H -3.3574 -2.4284 -0.8131 -0.1527 -2.5259 -0.6724
H 0.1310 1.5305 -0.0815 -0.0761 0.1362 -0.1351
H 1.1817 -1.0647 1.1167 0.4403 1.3487 -0.3163
H 1.4352 0.6392 1.7786 -1.0617 -0.4234 -0.7031
H 2.3068 0.2532 0.3327 -2.0633 -0.8328 0.7226
H -2.4451 -0.8379 2.0424 0.7066 -0.7287 -0.0535
H -1.2951 0.2225 2.5850 0.5890 1.4915 1.1133
H -0.6452 -1.2964 2.1232 0.3641 -1.1241 0.3257
H 0.9067 -0.5581 -3.2228 0.0443 0.5225 0.1844
H 0.9595 1.2214 -2.9923 -1.0005 0.7585 -0.1201
H 1.9905 0.2509 -2.0217 -0.6534 -0.1604 -0.6640
```
Positions in Å, forces in eV/Å.

Properties
Orbital gap (spin up / spin down), Eh: 0.243 / 0.234
Calculated total energy, hartree: -1433.9656
2S+1: 3

---

(5)
Below is C9H11ClIrN2O3 as an isolated structure, with properties calculated with wB97M-V/def2-TZVPD.

```
27
Properties=species:S:1:pos:R:3:forces:R:3
Cl 0.6098 2.7250 -3.0342 0.0463 0.2544 -0.3215
C -2.6030 1.1652 0.6226 -0.4819 -1.1760 0.5768
C -2.4853 -0.2674 0.5506 -1.9801 0.2869 0.2597
C -2.1982 -0.6200 -0.7885 0.0702 0.0821 0.3359
H -2.6765 -0.9639 1.3640 0.1073 0.2755 -0.1997
C -2.0221 0.5723 -1.5606 -1.2994 1.1187 0.3334
C -2.2749 1.6988 -0.6688 -0.0032 -0.4375 -1.5925
H -2.2360 2.7431 -0.9681 -0.2488 -0.2316 0.0494
H -2.8852 1.7417 1.5053 0.1147 -0.2287 -0.3001
H -2.1609 -1.6244 -1.2073 0.1943 0.2009 0.2205
C -1.8210 0.6317 -3.0202 0.6547 0.2029 -0.2438
Ir -0.4255 0.8700 0.1613 0.8376 -0.0493 0.1035
C 0.0971 0.3590 1.9058 -0.0685 -2.8264 5.8882
C 1.2277 1.6215 -0.2783 4.5468 3.0512 -2.7827
O 0.3263 0.0537 3.0101 0.0315 1.4552 -3.3378
O 2.2414 2.1455 -0.4850 -2.3602 -1.6354 1.2316
H -1.4159 -0.3159 -3.3730 -0.0281 0.0807 -0.1893
H -1.0763 1.4268 -3.2288 -0.4310 -0.3182 -0.2625
H -2.7370 0.8669 -3.5703 0.0798 -0.0079 0.1363
N 2.5394 -2.8333 1.9964 -0.2504 0.8380 -1.6164
C 2.8082 -1.7662 1.1744 0.0948 0.1353 2.5467
N 3.6216 -0.8353 1.8003 -0.7730 -0.8482 -1.1968
O 2.2636 -1.5766 0.0811 0.6324 -0.2039 0.4221
H 3.2200 -3.1312 2.6737 0.2777 -0.2362 0.2212
H 1.9064 -3.5184 1.6250 -0.2648 -0.5817 0.0205
H 3.8245 -0.0209 1.2582 0.3931 0.7858 -0.2425
H 4.3318 -1.1479 2.4544 0.1083 0.0133 -0.0603
```
Positions in Å, forces in eV/Å.

Properties
Orbital gap (spin up / spin down), Eh: 0.223 / 0.128
Calculated total energy, hartree: -1248.4267
Net charge: +2
2S+1: 6

---

(6)
Below is the molecule C9H11ClSi, with properties calculated with wB97M-V/def2-TZVPD.

```
22
Properties=species:S:1:pos:R:3:forces:R:3
C -0.9883 3.1497 -0.6107 2.7402 -2.9715 -1.4293
C -0.0559 2.2805 -1.1636 -0.4515 0.9709 2.3499
Si 1.1805 1.0071 -0.3631 -2.9431 -1.2930 2.0176
C 1.5128 1.1018 1.5480 3.1062 3.7606 -2.0228
Cl 2.8457 0.6576 -1.4340 0.8647 0.3729 -0.5644
C 0.2609 -0.7457 -0.4260 -0.2354 0.3552 0.0727
C -1.0353 -0.8436 -0.9690 1.3872 -1.1140 0.3412
C -1.6859 -2.0231 -1.1852 3.0108 -2.6810 2.3639
C -1.0690 -3.2499 -0.7214 -0.0484 2.0977 -0.9987
C 0.2132 -3.1908 -0.2206 -0.0118 1.1148 -0.0671
C 0.8466 -1.9615 -0.0560 -1.0500 1.0528 -0.8433
H -1.5376 3.8041 -1.2219 -0.6434 0.7065 -0.8568
H -1.2679 3.1335 0.4099 0.1445 0.0162 1.0038
H 0.1212 2.2626 -2.2126 -0.1924 0.4815 -0.9823
H 1.9098 2.1361 1.9741 -1.4374 -1.9562 -0.8180
H 0.7033 0.6738 1.9975 -2.2849 -0.6627 1.5305
H 2.3619 0.4810 1.7268 0.6293 -0.8390 0.0211
H -1.3982 -0.0558 -1.5021 -1.1765 2.5428 -0.9361
H -2.4499 -2.1174 -1.8551 -2.3492 0.0577 -1.2714
H -1.4558 -4.1865 -1.0279 -0.6081 -0.7726 -0.0156
H 0.8679 -4.0206 -0.1299 -0.0346 -1.0682 0.3559
H 1.8760 -1.9426 0.1138 1.5839 -0.1715 0.7493
```
Positions in Å, forces in eV/Å.

Properties
Orbital gap, Eh: 0.357
Calculated total energy, hartree: -1099.2215
ΔE to the lowest compared entry with this formula, charge and spin, kJ/mol: 142.5
2S+1: 1

---

(7)
Below is C9H11F2N4PtSSe as an isolated structure, with properties calculated with wB97M-V/def2-TZVPD.

```
29
Properties=species:S:1:pos:R:3:forces:R:3
Pt 1.9756 -0.4888 0.3626 0.1620 0.6945 -0.0333
C -2.5170 -0.4252 -0.2892 0.4007 -0.0435 -0.1184
C -1.0191 -0.2617 -0.3865 -0.4147 -0.2398 0.3028
N -0.2266 -0.7201 0.5966 0.7881 0.3840 -0.5623
N -0.8369 -1.1594 1.7183 -1.0620 -0.0908 0.9056
C -0.2624 -1.7935 2.7525 0.4973 -0.1767 -0.1488
N -1.1512 -2.0698 3.7943 -0.3096 0.2578 -0.0344
S 1.3144 -2.2973 2.8152 -0.2217 -0.3466 0.2818
C -0.4045 0.3728 -1.4835 0.0921 0.1360 -0.1264
C -1.0610 0.6659 -2.7092 -0.1877 -0.0600 -0.0570
C -0.3815 1.2650 -3.7290 0.0248 0.0555 0.0858
C 0.9576 1.6367 -3.5373 0.0370 0.0601 -0.0911
C 1.5503 1.3146 -2.3325 0.1301 0.2260 -0.2920
N 0.9234 0.6880 -1.3526 -0.3446 -0.3132 0.3014
H -2.9400 0.2420 0.4708 -0.0751 -0.0809 0.0551
H -2.7676 -1.4622 -0.0485 -0.1367 0.0273 0.0827
H -3.0040 -0.1774 -1.2252 -0.0270 0.0224 -0.0136
H -1.8160 -0.9176 1.8456 0.2508 -0.0637 -0.1354
H -1.7552 -1.3025 4.0674 0.0496 -0.0428 -0.0432
H -0.6680 -2.4711 4.5831 0.0854 0.0544 -0.0716
H -2.0908 0.3798 -2.8568 -0.0715 -0.0241 -0.0169
H -0.8681 1.4535 -4.6776 -0.0669 0.0204 -0.0002
H 1.5028 2.1485 -4.3131 0.1659 0.0428 -0.0221
H 2.5810 1.5859 -2.1390 0.0761 -0.1297 0.0524
F 1.0115 1.3253 2.3127 -0.4114 -0.1034 0.1423
C 2.2090 0.9142 1.7762 0.4692 -0.5584 0.2032
F 2.7491 2.0602 1.2661 0.2042 0.2395 -0.2029
H 2.8437 0.5997 2.6284 -0.3442 0.0607 -0.5198
Se 4.1515 -1.1055 0.0901 0.2397 -0.0081 0.0765
```
Positions in Å, forces in eV/Å.

Properties
Orbital gap (spin up / spin down), Eh: 0.192 / 0.218
Calculated total energy, hartree: -3687.2367
Net charge: -1
2S+1: 3

---

(8)
Below is the molecule C9H11F2NO2, with properties calculated with wB97M-V/def2-TZVPD.

```
25
Properties=species:S:1:pos:R:3:forces:R:3
H 3.4690 0.3386 0.3454 0.2716 0.8479 -0.3293
N 2.6014 0.0082 -0.0456 -0.2760 -2.0943 0.1306
C 1.5756 0.5488 0.3982 0.8140 1.9179 0.2629
C 1.3122 1.9135 1.0814 0.9569 -0.4897 0.9518
C -0.1038 1.4060 1.3064 -1.7501 -0.6459 1.5870
C 0.0767 0.1941 0.3542 0.2878 -0.3527 -0.1650
C -0.2913 0.5396 -1.0352 -0.0980 -0.5516 -0.9631
O -0.3689 1.6508 -1.4487 -0.1290 1.9664 0.1212
O -0.3996 -0.5230 -1.8565 0.2953 -0.2380 -1.3014
C -0.3525 -0.1231 -3.2615 2.2815 0.1009 -1.0268
C -0.2925 -1.2579 0.5634 -3.2705 3.3358 3.0022
C -1.8877 -1.6065 0.7964 0.6572 1.5742 -0.5965
C -0.8339 -1.7653 1.8218 -0.1617 -1.0522 0.6820
F -0.9015 -1.1024 3.0085 0.3956 -0.1833 -0.6689
F -0.4509 -3.0808 2.0675 -0.5348 1.0012 0.1666
H 1.4082 2.7849 0.3608 -0.0104 -1.0923 1.0708
H 1.8647 2.0155 2.0762 -0.4008 0.3449 -1.5736
H -0.2923 1.0214 2.3659 0.3246 0.7765 -1.4465
H -0.8852 2.1000 1.0088 -0.1740 -0.1388 0.0767
H -0.4764 0.9485 -3.2511 -1.4264 0.0367 -0.5983
H -0.9454 -0.7758 -3.9556 0.2462 0.8008 1.2267
H 0.7341 -0.0607 -3.6885 -1.4181 -1.1008 1.1372
H 0.2300 -1.8295 -0.0675 1.7343 -2.6226 -1.8985
H -2.0748 -2.5622 0.3723 -0.6394 -0.4858 -0.4933
H -2.7153 -0.7826 0.6831 2.0242 -1.6553 0.6455
```
Positions in Å, forces in eV/Å.

Properties
Orbital gap, Eh: 0.382
Calculated total energy, hartree: -754.3930
ΔE to the lowest compared entry with this formula, charge and spin, kJ/mol: 154.2
2S+1: 1

---

(9)
Below is a 2-piece molecular cluster, C9H11F3NOS overall, with properties calculated with wB97M-V/def2-TZVPD.

```
26
Properties=species:S:1:pos:R:3:forces:R:3
C -1.2275 1.8952 -3.7997 -0.4783 0.3941 -1.7384
C 0.0735 1.5194 -3.6070 -1.8504 -0.6210 1.6212
C -2.2081 1.6052 -2.8154 0.3038 1.1041 -1.1655
C 0.3529 0.9537 -2.3282 3.2170 -0.4595 -0.6204
C -1.9590 1.1469 -1.5609 2.5167 -1.5218 1.3892
C -0.6160 0.7094 -1.5080 -3.5402 1.4521 0.1928
C 2.0984 -0.5243 2.9598 0.6958 -0.7235 -0.8722
C -0.4072 -0.5165 3.2480 -0.5229 2.7671 -0.9348
C 0.3294 -2.3345 0.5060 -1.5575 2.0563 -0.6204
N 0.7844 -0.4208 2.4180 -1.8369 -0.3555 -1.0222
O 1.7873 -0.2356 0.0735 0.6909 0.8703 0.0453
F -0.8780 -2.6070 0.9710 -0.9084 -0.4708 0.0541
F 0.2996 -2.3841 -0.8446 0.4873 -0.8806 0.7667
F 1.1612 -3.1370 1.1042 0.7971 0.2243 -0.5968
S 0.5382 -0.4030 0.7955 0.7328 -2.4008 0.1256
H -1.4030 2.4253 -4.8001 -0.4495 -0.9272 1.7354
H 0.8194 1.5323 -4.3480 0.9129 0.3879 -0.5852
H -3.2526 1.7895 -2.8808 -0.6863 0.6123 -0.8738
H 1.3969 0.7490 -2.1447 0.2193 -0.2642 0.4272
H -2.7231 1.1439 -0.8177 -0.1811 -0.4223 0.4003
H 2.6492 -0.6017 1.9854 0.7951 -0.5888 1.5489
H 2.3751 0.4183 3.3804 0.3210 0.5269 0.6956
H 2.1559 -1.3612 3.7331 0.2336 0.9048 -1.3848
H -1.3094 -0.5515 2.6091 0.3746 -0.3170 0.3310
H -0.4049 -1.2982 3.9683 0.2200 -0.7589 0.4026
H -0.4326 0.4872 3.7028 -0.5064 -0.5882 0.6788
```
Positions in Å, forces in eV/Å.

Properties
Orbital gap (spin up / spin down), Eh: 0.211 / 0.211
Calculated total energy, hartree: -1176.8598
Net charge: +1
ΔE to the lowest compared entry with this formula, charge and spin, kJ/mol: 383.9
2S+1: 1

---

(10)
Below is an isolated ion of composition C9H11IN3O and charge +1, with properties calculated with wB97M-V/def2-TZVPD.

```
25
Properties=species:S:1:pos:R:3:forces:R:3
O -1.0439 0.2661 -2.7037 0.3268 1.0586 0.7629
C -0.5615 0.4286 -1.5831 -1.5734 -0.7601 -2.0574
C -0.6806 1.5465 -0.6734 0.3768 -0.5452 1.7337
C -1.0344 2.8391 -0.8132 -1.3682 1.2856 -2.4154
C -1.0168 3.5260 0.4072 -0.9874 -0.0707 0.9393
C -0.6597 2.5662 1.3710 0.0568 -0.1678 0.2007
N -0.4761 1.3733 0.7068 0.6001 -1.4247 0.1961
C -0.0641 0.0900 1.3844 -1.4399 1.7815 0.9334
C 0.9466 -0.5426 0.5092 -0.4333 1.6539 -4.1724
I 2.7511 0.6297 0.0792 -0.8908 -0.3982 0.4108
N 1.3679 -1.9275 0.6686 0.7810 -0.0086 -4.2213
C 0.4099 -2.7851 -0.1000 -4.0532 0.6506 -0.6251
C 0.1809 -2.0158 -1.4200 1.0214 -0.7979 -1.7370
N 0.0291 -0.6558 -1.0574 4.0968 -1.1777 6.0217
H -1.4750 3.2069 -1.7701 0.8262 -0.0813 0.9361
H -1.5230 4.5217 0.4944 1.1583 -1.0605 0.3948
H -0.4982 2.5213 2.4838 -0.3953 0.5981 -1.4519
H -0.9396 -0.5841 1.6476 0.8361 0.6616 -0.7658
H 0.2907 0.4753 2.3451 0.4709 -0.5480 -0.0150
H 1.2465 -2.4200 1.4619 0.1953 -0.8693 4.7616
H 2.3408 -2.0994 0.2929 -1.0236 0.5495 0.5575
H -0.6360 -2.6443 0.4442 2.2651 -0.6603 -0.6654
H 0.7210 -3.8433 -0.0597 -0.0609 0.6334 -0.4368
H 1.0373 -2.2385 -2.1212 -0.5378 0.5017 0.5295
H -0.7131 -2.2341 -1.9947 -0.2479 -0.8043 0.1854
```
Positions in Å, forces in eV/Å.

Properties
Orbital gap, Eh: 0.282
Calculated total energy, hartree: -886.3978
Net charge: +1
ΔE to the lowest compared entry with this formula, charge and spin, kJ/mol: 357.4
2S+1: 1